The following is a quantum chemistry calculation of a cluster of 2 separate species, C3H7NO in total, from the OMol25 dataset.

Positions of all 12 atoms, in Å:
O  -0.5406  3.2442  -1.0130
N  -0.4933  0.0811  0.3892
C  0.8009  -0.3806  0.0964
C  1.4308  -1.5752  0.4458
C  -1.5387  -0.7213  0.6764
H  -1.2291  -1.8559  0.6983
H  -2.5645  -0.3417  0.4675
H  0.3678  2.9926  -1.3517
H  1.1194  -2.1688  1.3129
H  -0.7718  2.4203  -0.5927
H  2.1972  -1.8297  -0.2878
H  1.2220  0.1352  -0.8414

For the highest occupied orbital energy, the calculation gives -0.3474 Ha. Its SMILES is C=CN=C.O. For the gap between HOMO and LUMO, the calculation gives 9.20 eV. Its calculated total energy is -248.400515 hartree. The relative energy (zero: lowest compared OMol25 entry of this formula, charge and spin) is 3.4281 eV.

Atom charges from the natural (NBO) analysis, given in e for atoms 1 to 2:
1. O -0.939
2. N -0.466

=====

The following is a quantum chemistry calculation of a cluster of 11 separate species, BF4H20O10 in total, from the OMol25 dataset.

Positions of all 35 atoms, in Å:
F  -30.2405  33.7028  3.8241
F  -30.9677  31.6377  4.5361
F  -29.2286  31.8812  3.0555
F  -31.3862  32.2721  2.5085
O  -35.7666  32.1992  0.0943
O  -30.0606  28.6526  1.7341
O  -31.4059  37.1865  1.7338
O  -26.8596  31.3173  6.2050
O  -34.4431  30.4505  8.1338
O  -33.5140  29.0210  4.7346
O  -28.1955  33.7832  -0.1482
O  -29.0071  37.4132  5.2733
O  -31.0939  33.9539  7.9759
O  -25.0921  30.9471  1.2450
B  -30.4620  32.3907  3.5062
H  -35.0172  32.1790  0.6894
H  -35.8148  31.3117  -0.2611
H  -31.1975  33.2124  7.3796
H  -29.2890  36.6857  4.7189
H  -31.7210  34.6048  7.6607
H  -31.5182  36.3364  2.1591
H  -26.0174  31.0631  1.0293
H  -29.7843  37.9655  5.3582
H  -27.3798  32.0949  6.4076
H  -32.9075  29.7614  4.7480
H  -35.3493  30.3461  8.4239
H  -32.2368  37.3418  1.2846
H  -32.9892  28.2757  5.0270
H  -28.5864  33.6417  0.7140
H  -26.9907  31.1786  5.2670
H  -24.7623  30.3493  0.5742
H  -34.5100  30.6220  7.1945
H  -30.2070  29.1529  2.5369
H  -30.1484  29.2960  1.0309
H  -28.6990  33.2194  -0.7355

For the highest occupied orbital energy, the calculation gives -0.3188 Ha. The net charge is -1. For the gap between HOMO and LUMO, the calculation gives 11.16 eV. Its calculated total energy is -1189.025483 hartree. The relative energy (zero: lowest compared OMol25 entry of this formula, charge and spin) is 1.7725 eV.

Atom charges from the natural (NBO) analysis, given in e for atoms 1 to 2:
1. F -0.571
2. F -0.579

=====

The following is a quantum chemistry calculation of a structure of composition C23H22ClMnN3O7Si, from the OMol25 dataset.

Positions of all 58 atoms, in Å:
Mn  -0.7241  0.1886  -0.0046
Cl  4.6015  1.9500  -5.5873
Si  -0.4833  -1.5411  3.1600
O  2.3995  -4.4258  -2.9801
O  3.4924  -0.9431  0.5831
O  -2.4687  -2.9126  -2.4376
O  -0.7860  1.5813  -1.5306
O  -1.4282  3.1904  -2.9525
O  1.5507  0.2451  0.5391
O  -2.1988  -1.2401  -0.9252
N  -0.9763  -0.2110  2.2251
N  0.3697  -1.6035  -0.8529
N  -1.2466  1.9260  1.5138
C  -0.5886  -3.0657  2.0739
C  0.8057  2.7561  -4.5675
C  1.8310  1.6764  -2.6932
C  1.6837  -1.7204  -0.7202
C  -1.0372  1.0778  2.5686
C  0.3243  -3.3704  -2.4081
C  2.4017  -2.6745  -1.4086
C  3.0924  2.0696  -4.6848
C  -0.6079  2.3783  -2.5139
C  1.2556  -1.3607  3.7979
C  -1.2730  3.2508  1.6704
C  -1.4665  4.0749  0.4222
C  1.9907  2.6550  -5.2888
C  -1.5961  -1.8434  4.6495
C  1.6984  -3.4981  -2.2709
C  0.7134  2.2596  -3.2723
C  2.3212  -0.7143  0.2382
C  -0.3058  -2.3989  -1.6618
C  -1.8158  -2.1662  -1.6953
C  3.0318  1.5815  -3.3932
C  -1.1223  3.8516  2.9157
C  -0.9279  3.0154  4.0212
C  -0.8787  1.6472  3.8727
H  -0.0729  3.2264  -4.9938
H  -0.8045  3.4515  5.0089
H  2.0665  3.0290  -6.3027
H  -1.1638  -3.8725  2.5474
H  -0.2696  -3.9943  -3.0698
H  1.5705  -2.2303  4.3933
H  1.3489  -0.4590  4.4213
H  -1.4436  -1.1040  5.4490
H  1.7704  1.3088  -1.6794
H  -1.0940  -2.7842  1.1441
H  3.9053  1.1317  -2.9335
H  1.9435  -1.2444  2.9447
H  -0.7124  0.9925  4.7246
H  0.4073  -3.4598  1.8155
H  -2.6455  -1.7799  4.3237
H  -0.5197  4.5356  0.1221
H  -1.4255  -2.8453  5.0742
H  -2.1858  4.8794  0.6013
H  -1.8002  3.4568  -0.4096
H  -1.1537  4.9327  3.0134
H  1.7742  -4.8842  -3.5468
H  3.4724  -2.7602  -1.2732

For the highest occupied orbital energy (alpha / beta), the calculation gives -0.0749 / -0.0783 Ha. The net charge is -2. For the gap between HOMO and LUMO (alpha / beta), the calculation gives 6.23 / 6.32 eV. Its expectation value of S² is 8.753. The spin multiplicity is 6. Its calculated total energy is -3481.638052 hartree. The relative energy (zero: lowest compared OMol25 entry of this formula, charge and spin) is 0.0000 eV.

Atom charges from the natural (NBO) analysis, given in e for atoms 1 to 2:
1. Mn 1.601
2. Cl -0.067

=====

The following is a quantum chemistry calculation of a cluster of 4 separate species, C2H11N2O2 in total, from the OMol25 dataset.

Positions of all 17 atoms, in Å:
O  0.2899  -0.5045  1.9888
O  1.6902  -1.1574  -0.0777
N  -2.4927  0.7212  0.0947
N  1.6202  1.4105  -0.7637
C  -1.2681  0.3758  -0.1061
C  -0.8965  -0.8007  -0.8144
H  -2.7605  1.2406  0.9190
H  0.5168  -1.0656  2.7372
H  -3.2310  0.1498  -0.2597
H  0.1573  -1.1170  -0.7263
H  2.1302  -1.9529  -0.3882
H  0.8083  -0.9082  1.2430
H  -1.5328  -1.3209  -1.4995
H  2.2913  2.1487  -0.5985
H  1.5644  1.3184  -1.7787
H  -0.5283  0.9794  0.3909
H  1.6413  0.4829  -0.3609

For the highest occupied orbital energy, the calculation gives -0.5004 Ha. The net charge is +1. For the gap between HOMO and LUMO, the calculation gives 4.80 eV. Its calculated total energy is -342.311664 hartree. The relative energy (zero: lowest compared OMol25 entry of this formula, charge and spin) is 7.5316 eV.

Atom charges from the natural (NBO) analysis, given in e for atoms 1 to 2:
1. O -0.952
2. O -0.936

=====

The following is a quantum chemistry calculation of a cluster of 2 separate species, C2H9N3O in total, from the OMol25 dataset.

Positions of all 15 atoms, in Å:
O  1.3190  0.6085  0.1660
N  -1.0561  1.1268  -1.0877
N  0.0536  -0.4321  1.8663
N  -0.0927  -0.9242  -1.7286
C  1.3558  0.1319  1.4591
C  -1.0599  -0.0756  -1.7301
H  2.0638  -0.6879  1.6442
H  -0.8114  1.0913  -0.1084
H  -0.0263  -0.8504  2.7758
H  1.2164  -0.1709  -0.4236
H  -1.9431  -0.1995  -2.3712
H  -0.5007  -0.8908  1.1552
H  1.4860  1.0053  2.1047
H  -1.7055  1.8763  -1.2603
H  -0.2988  -1.6086  -2.4614

For the highest occupied orbital energy (alpha / beta), the calculation gives 0.0487 / -0.1949 Ha. The net charge is -1. For the gap between HOMO and LUMO (alpha / beta), the calculation gives 2.50 / 8.97 eV. Its expectation value of S² is 0.751. The spin multiplicity is 2. Its calculated total energy is -321.027620 hartree. The relative energy (zero: lowest compared OMol25 entry of this formula, charge and spin) is 1.0062 eV.

Atom charges from the natural (NBO) analysis, given in e for atoms 1 to 2:
1. O -0.741
2. N -0.897

=====

The following is a quantum chemistry calculation of a structure of composition C12H27N2O6S2, from the OMol25 dataset.

Positions of all 49 atoms, in Å:
S  1.0737  -0.7069  0.3796
S  3.7529  0.0268  0.3027
O  4.3429  1.3519  0.4563
O  0.7109  -0.1077  -0.8883
O  -5.2302  -1.4999  -2.6874
O  3.6771  -0.3624  -1.1051
O  -0.0452  -0.6053  1.3064
O  -2.7659  3.9685  1.8144
N  1.2891  -2.3520  0.1541
N  2.3435  0.0075  1.1380
C  -3.1690  2.8610  0.9984
C  4.3047  -3.4278  0.3602
C  -4.9064  0.7889  -2.1713
C  4.9803  -1.0645  1.0949
C  -0.8180  2.7861  1.1627
C  4.3952  -2.4243  1.5205
C  -5.0556  -1.3896  -1.2694
C  -1.9436  2.4324  0.2097
C  -4.9700  -0.2319  -3.2977
C  -4.3751  -0.0533  -1.0202
C  -1.3330  4.0699  1.7943
C  6.2298  -1.2043  0.2239
H  3.9327  -2.9001  -0.5209
H  -6.0465  -1.4238  -0.8008
H  1.7475  -2.7754  0.9477
H  6.7679  -2.1029  0.5359
H  6.9073  -0.3614  0.3684
H  -1.0619  4.9464  1.1934
H  5.2976  -3.7888  0.0843
H  -0.9660  4.2207  2.8108
H  -4.2820  1.6486  -2.4118
H  5.0540  -2.8396  2.2908
H  -4.5956  0.3577  -0.0360
H  -1.8607  3.0274  -0.7051
H  -5.9109  1.1522  -1.9355
H  1.7538  -2.5430  -0.7241
H  -3.2927  -0.1634  -1.1088
H  -0.7172  2.0032  1.9161
H  -3.5154  2.0584  1.6601
H  -3.9990  3.1653  0.3555
H  3.4268  -2.2155  1.9797
H  3.6726  -4.2844  0.5991
H  5.2702  -0.5558  2.0168
H  -4.0137  -0.2976  -3.8272
H  5.9827  -1.2345  -0.8371
H  -1.9595  1.3810  -0.0683
H  -4.4716  -2.2359  -0.9073
H  -5.7545  -0.0123  -4.0245
H  0.1456  2.9104  0.6722

For the highest occupied orbital energy, the calculation gives -0.2180 Ha. The net charge is -1. For the gap between HOMO and LUMO, the calculation gives 8.78 eV. Its calculated total energy is -1830.784144 hartree. The relative energy (zero: lowest compared OMol25 entry of this formula, charge and spin) is 0.0000 eV.

Atom charges from the natural (NBO) analysis, given in e for atoms 1 to 2:
1. S 2.375
2. S 2.257